# C7H12

The molecule C7H12 (the ωB97M-V functional and the def2-TZVPD basis, OMol25).

calculated total energy = -273.85186 Eh
spin multiplicity = 1
highest occupied orbital energy = -9.23 eV
Kohn-Sham gap = 10.3 eV

```
19
Properties=species:S:1:pos:R:3:mulliken_charge:R:1
C -2.97394 -1.70803 2.17511 -1.11
C -2.30221 -1.31314 0.93910 0.52
C -1.66197 -0.70170 0.12106 -0.41
C -0.83993 0.31417 -0.53881 -0.59
C 0.64562 -0.02844 -0.63233 -0.52
C 1.48024 1.20332 -0.97699 -0.33
C 2.97696 0.91539 -1.00084 -1.25
H -2.40999 -2.46801 2.72227 0.29
H -3.99835 -2.05797 2.03380 0.30
H -3.01026 -0.80787 2.79858 0.28
H -0.95061 1.17455 0.13285 0.25
H -1.23771 0.61954 -1.51334 0.35
H 0.96601 -0.43494 0.33563 0.34
H 0.79495 -0.81916 -1.37915 0.30
H 1.27370 2.00042 -0.24732 0.32
H 1.15867 1.59638 -1.95126 0.29
H 3.32189 0.54447 -0.02801 0.31
H 3.21772 0.15355 -1.75078 0.32
H 3.54921 1.81746 -1.23956 0.36
```

=====

# C7H12

A cluster of 3 separate species, C7H12 in total (the ωB97M-V functional and the def2-TZVPD basis, OMol25).

calculated total energy = -273.74230 Eh
spin multiplicity = 1
highest occupied orbital energy = -7.98 eV
Kohn-Sham gap = 9.1 eV

```
19
Properties=species:S:1:pos:R:3:mulliken_charge:R:1
C 1.48407 -1.48083 -1.54929 -1.20
C 0.71040 -0.63615 -0.58509 0.67
C -0.27932 0.47561 -0.88900 -0.88
C -0.74800 0.30997 0.56908 1.06
C -0.97054 1.43234 1.55019 -0.75
C -2.11685 0.54138 1.13225 -0.59
C 0.16753 -0.87402 0.65022 -1.29
H 2.00435 -0.90875 -2.31622 0.32
H 0.75191 -2.12022 -2.04023 0.33
H 2.20896 -2.13230 -1.06309 0.34
H 2.33557 0.61838 -0.40983 0.17
H 0.09227 1.46091 -1.19260 0.30
H -1.00074 0.10799 -1.62118 0.25
H -0.95515 2.45445 1.17268 0.24
H -0.57722 1.32429 2.55930 0.24
H -2.87636 0.95925 0.47304 0.24
H -2.50004 -0.17434 1.85699 0.23
H 0.45053 -1.52858 1.47778 0.40
H 1.81863 0.17062 0.22501 -0.10
```

=====

# C7H12

The molecule C7H12 (the ωB97M-V functional and the def2-TZVPD basis, OMol25).

calculated total energy = -273.86149 Eh
spin multiplicity = 1
highest occupied orbital energy = -9.81 eV
Kohn-Sham gap = 11.0 eV

```
19
Properties=species:S:1:pos:R:3:mulliken_charge:R:1
C -2.60615 0.00180 0.06327 -1.49
C -1.13763 -0.38806 0.03219 0.51
C -0.21082 0.22953 -1.04589 -0.88
C 0.90174 0.16429 -0.00678 0.88
C 2.02949 -0.81623 -0.07997 -0.95
C 2.30384 0.66924 -0.05749 -0.61
C -0.14789 0.14932 1.10253 -0.90
H -3.05943 -0.12619 -0.92795 0.34
H -2.73621 1.05115 0.35347 0.33
H -3.17296 -0.61806 0.76803 0.37
H -1.04572 -1.47990 -0.02233 0.23
H -0.07299 -0.31283 -1.98842 0.34
H -0.49718 1.26942 -1.25876 0.27
H 2.17920 -1.35717 -1.01165 0.25
H 2.26523 -1.38669 0.81553 0.26
H 2.64260 1.13357 -0.98049 0.24
H 2.74180 1.09356 0.84259 0.24
H -0.43189 1.16808 1.40083 0.25
H 0.05497 -0.44481 2.00131 0.34
```

=====

# C7H12

The molecule C7H12 (the ωB97M-V functional and the def2-TZVPD basis, OMol25).

calculated total energy = -273.83416 Eh
spin multiplicity = 1
highest occupied orbital energy = -8.52 eV
Kohn-Sham gap = 9.6 eV

```
19
Properties=species:S:1:pos:R:3:mulliken_charge:R:1
C -2.76014 -0.71903 -0.05205 -0.86
C -1.47414 -0.65465 -0.42297 0.75
C -0.71159 -1.95426 -0.63508 -1.44
C -0.76138 0.69599 -0.60571 -0.72
C 0.70283 0.64816 -0.36224 -0.19
C 1.28025 1.04703 0.77775 -0.19
C 2.77478 1.24618 1.02876 -1.09
H -3.18718 -1.57040 0.47055 0.31
H -3.43295 0.03731 -0.46093 0.26
H -0.02929 -2.04646 -1.48145 0.32
H -1.35373 -2.81937 -0.64920 0.38
H -0.06963 -2.06192 0.23808 0.33
H -0.97606 1.01560 -1.63868 0.29
H -1.21653 1.38721 0.09508 0.34
H 1.22750 0.10701 -1.14412 0.35
H 0.68550 1.71079 1.39227 0.24
H 2.78620 1.57607 2.06690 0.32
H 3.34469 0.32199 0.97060 0.30
H 3.17086 2.03274 0.41244 0.30
```

=====

# C7H12

The molecule C7H12 (the ωB97M-V functional and the def2-TZVPD basis, OMol25).

calculated total energy = -273.86858 Eh
spin multiplicity = 1
highest occupied orbital energy = -8.86 eV
Kohn-Sham gap = 9.9 eV

```
19
Properties=species:S:1:pos:R:3:mulliken_charge:R:1
C -1.56136 -1.25234 1.31574 -0.83
C -0.56598 -0.44850 1.69022 -0.26
C 0.18594 0.44492 0.81977 1.14
C 1.40562 0.79603 1.18828 -1.16
C -0.39424 0.91448 -0.49438 -1.25
C -0.29245 -0.16033 -1.61025 -0.19
C 1.10495 -0.22794 -2.22809 -1.15
H -1.89848 -1.20417 0.28472 0.18
H -2.04752 -1.94612 1.97705 0.29
H -0.27182 -0.42034 2.73375 0.28
H 2.05238 1.45563 0.62192 0.30
H 1.83954 0.45558 2.12006 0.28
H -1.44124 1.15444 -0.31956 0.40
H 0.19634 1.75611 -0.83000 0.43
H -0.99476 0.10108 -2.40100 0.35
H -0.60487 -1.14156 -1.27006 0.29
H 1.87029 0.08420 -1.52243 0.27
H 1.17415 0.38488 -3.11924 0.30
H 1.42094 -1.24573 -2.47798 0.33
```

=====

# C7H12

The molecule C7H12 (the ωB97M-V functional and the def2-TZVPD basis, OMol25).

calculated total energy = -273.72729 Eh
spin multiplicity = 1
highest occupied orbital energy (alpha / beta) = -7.15 / -7.69 eV
Kohn-Sham gap (alpha / beta) = 7.0 / 7.9 eV

```
19
Properties=species:S:1:pos:R:3:mulliken_charge:R:1
C 0.53900 0.05775 3.17330 -1.21
C 0.75977 0.70076 1.80942 -0.30
C 0.64274 -0.34598 0.69803 -0.40
C 0.92664 0.17922 -0.67578 -0.72
C 0.11169 -0.06078 -1.77711 0.13
C -0.55080 -0.82170 -2.61022 -0.28
C -1.83218 -0.53734 -3.30323 -0.80
H -0.45212 -0.40771 3.22776 0.32
H 1.28135 -0.73089 3.33975 0.32
H 0.61679 0.78084 3.99042 0.34
H 0.02858 1.50267 1.64574 0.29
H 1.74812 1.17746 1.76771 0.30
H -0.37243 -0.75484 0.68742 0.34
H 1.32750 -1.18499 0.93895 0.29
H 0.01438 1.11597 -1.73961 0.18
H 1.80365 0.81840 -0.80406 0.38
H -2.58298 -1.12039 -2.74997 0.24
H -1.87354 -0.88792 -4.34385 0.29
H -2.13617 0.51948 -3.27468 0.29
```

=====

# C7H12

A structure of composition C7H12 (the ωB97M-V functional and the def2-TZVPD basis, OMol25).

calculated total energy = -273.72521 Eh
spin multiplicity = 1
highest occupied orbital energy = -8.19 eV
Kohn-Sham gap = 8.6 eV

```
19
Properties=species:S:1:pos:R:3:mulliken_charge:R:1
C 1.55270 -1.07761 1.07785 -1.58
C 0.64682 -1.32811 -0.10705 0.04
C -0.78244 -0.85707 -0.19236 -0.06
C -1.24115 0.27381 0.72925 -0.89
C -0.67988 1.59599 0.24150 -0.39
C 0.41655 1.19967 -0.72865 -0.88
C 0.26372 -0.27295 -1.11312 -0.06
H 1.38859 -1.83303 1.85473 0.34
H 2.60478 -1.13319 0.77562 0.34
H 1.39758 -0.09733 1.53959 0.39
H 0.80493 -2.31111 -0.54952 0.43
H -1.53051 -1.55283 -0.56444 0.39
H -2.32757 0.31084 0.85401 0.38
H -0.83931 0.17113 1.75116 0.32
H -2.03870 1.88045 -1.12252 0.09
H -1.73712 2.30435 -0.51004 0.04
H 1.34935 1.39401 -0.17324 0.31
H 0.46009 1.86707 -1.59462 0.38
H 0.29157 -0.53410 -2.16816 0.39
```

=====

# C7H12

The molecule C7H12 (the ωB97M-V functional and the def2-TZVPD basis, OMol25).

calculated total energy = -273.86694 Eh
spin multiplicity = 1
highest occupied orbital energy = -8.98 eV
Kohn-Sham gap = 10.1 eV

```
19
Properties=species:S:1:pos:R:3:mulliken_charge:R:1
C 1.48045 -1.05830 -0.90761 -1.41
C 0.02630 -0.81160 -1.20311 -0.17
C -1.16479 -0.60694 -0.20668 0.01
C -1.03970 -0.47407 1.26098 -0.67
C -0.12205 0.74625 1.41494 -0.73
C -0.16580 1.49137 0.06545 -0.80
C -0.65995 0.52237 -0.99362 -0.22
H 1.67817 -2.13359 -0.85534 0.34
H 2.09031 -0.64670 -1.71839 0.32
H 1.80924 -0.58498 0.01598 0.30
H -0.25137 -1.31017 -2.13116 0.43
H -1.92880 -1.45351 -0.63302 0.29
H -2.03504 -0.26774 1.66705 0.32
H -0.65693 -1.36732 1.76001 0.31
H -0.44499 1.36557 2.25660 0.39
H 0.88965 0.41627 1.65834 0.24
H 0.81043 1.91349 -0.19454 0.29
H -0.87365 2.32503 0.12177 0.37
H -1.21597 0.90276 -1.84722 0.38
```

=====

# C7H12

The molecule C7H12 (the ωB97M-V functional and the def2-TZVPD basis, OMol25).

calculated total energy = -273.87204 Eh
spin multiplicity = 1
highest occupied orbital energy = -8.38 eV
Kohn-Sham gap = 9.4 eV

```
19
Properties=species:S:1:pos:R:3:mulliken_charge:R:1
C 1.03717 -1.89605 0.36233 -1.16
C 0.91546 -0.71902 -0.25012 0.70
C 1.77837 -0.40942 -1.46056 -1.46
C -0.11518 0.26637 0.10600 0.85
C 0.24008 1.71535 -0.10724 -1.72
C -1.32082 -0.09693 0.52983 -0.30
C -2.44612 0.81160 0.92351 -1.22
H 0.39311 -2.05060 1.21842 0.34
H 1.74017 -2.62621 -0.00516 0.30
H 1.25501 0.31437 -2.08675 0.33
H 1.93653 -1.32745 -2.02113 0.47
H 2.76025 -0.06643 -1.15041 0.31
H 1.30622 1.88397 -0.20818 0.34
H -0.07349 2.35015 0.70852 0.52
H -0.31202 2.12808 -0.95837 0.37
H -1.56659 -1.15518 0.54942 0.37
H -3.39554 0.48346 0.51349 0.34
H -2.24133 1.86577 0.71059 0.32
H -2.48880 0.86092 2.01392 0.28
```

=====

# C7H12Ag4Br6O3

A structure of composition C7H12Ag4Br6O3 (the ωB97M-V functional and the def2-TZVPD basis, OMol25).

net charge = +2
calculated total energy = -16530.44506 Eh
spin multiplicity = 1
highest occupied orbital energy = -15.30 eV
Kohn-Sham gap = 6.1 eV

```
32
Properties=species:S:1:pos:R:3:mulliken_charge:R:1
Ag 3.12725 -1.11277 -0.40413 0.45
Ag 1.27557 -2.63390 0.59516 0.53
Ag 1.84459 -0.63351 2.73022 0.24
Ag 2.01514 1.36945 0.04318 0.44
C 0.83784 -0.42689 0.75764 2.02
O 1.08438 0.58867 1.37884 -1.17
O 1.53332 -0.66044 -0.24831 -0.27
O 0.20307 -1.35196 1.25153 -0.81
Br -0.08759 1.99269 -1.61237 -0.07
C -1.22923 1.30569 -0.10773 -0.66
C -1.49263 -0.16009 -0.38501 -0.60
Br -2.87557 -0.38023 -1.86791 0.01
H -2.19584 1.80120 -0.01702 0.60
H -0.74131 1.55632 0.83421 0.38
H -1.84242 -0.59529 0.55112 0.47
H -0.56535 -0.42844 -0.89120 -0.62
Br -1.01285 1.77834 4.54881 0.00
C -0.96851 0.83743 2.84575 -0.41
C -1.54398 -0.57556 3.01152 -0.22
Br -0.18165 -1.57736 4.07638 -0.09
H 0.01285 0.94644 2.38408 -0.07
H -1.55786 1.41885 2.13672 0.43
H -1.57338 -0.98224 2.00066 0.16
H -2.51458 -0.42255 3.48335 0.61
Br 2.75934 0.67483 -2.20485 -0.09
C 1.39652 -0.57961 -2.72688 -0.05
C 0.67859 0.11767 -4.00112 -0.43
Br -0.50549 -1.22228 -4.89903 -0.07
H 0.70974 -0.69283 -1.88806 0.16
H 1.95433 -1.50046 -2.89706 0.50
H 1.25560 0.51910 -4.83420 0.49
H 0.20010 1.02973 -3.64431 0.14
```

=====

# C7H12BF2O6S

The ion C7H12BF2O6S with charge -1 (the ωB97M-V functional and the def2-TZVPD basis, OMol25).

net charge = -1
calculated total energy = -1348.26473 Eh
spin multiplicity = 1
highest occupied orbital energy = -5.11 eV
Kohn-Sham gap = 8.4 eV

```
29
Properties=species:S:1:pos:R:3:mulliken_charge:R:1
O -3.69774 -2.03090 0.52100 -0.52
C -2.83322 -1.53135 -0.13638 0.08
O -1.68727 -1.02487 0.34139 -0.20
C -1.79659 0.13983 1.20687 -0.71
C -1.57290 1.44740 0.44237 -0.47
C -0.53926 2.38175 1.07505 -0.79
C 0.91859 1.87729 1.17275 -0.68
B 1.46422 0.79945 0.10911 0.98
O 0.94882 0.93574 -1.29863 -0.66
C 1.00015 -0.27828 -1.87555 0.31
F -0.17088 -0.50971 -2.63169 -0.38
C 1.01105 -1.30903 -0.71765 -0.03
S 2.32653 -2.56456 -0.90234 1.25
O 2.02709 -3.71680 -0.11446 -0.62
O 2.70832 -2.72982 -2.27128 -0.63
F 3.53694 -1.85634 -0.18806 -0.24
O 1.10714 -0.63597 0.45429 -0.70
H -2.89781 -1.45709 -1.23569 0.39
H -1.06183 0.00035 1.99942 0.32
H -2.79996 0.10706 1.64114 0.48
H -2.52847 1.99059 0.44085 0.45
H -1.34459 1.22489 -0.60211 0.28
H -0.55223 3.33403 0.53554 0.36
H -0.90700 2.61809 2.08606 0.31
H 1.56722 2.75452 1.06132 0.22
H 1.13255 1.48866 2.17662 0.29
H 2.71957 0.86860 0.08648 -0.41
H 1.81397 -0.39317 -2.59935 0.32
H 0.10759 -1.93036 -0.77710 0.00
```